one.
C3H7BrN3 as an isolated structure. Source: OMol25; level of theory: ωB97M-V/def2-TZVPD.

The geometry in XYZ format:
```
14
Properties=species:S:1:pos:R:3
C -1.130 -0.260 0.189
C 2.076 0.855 -0.728
C 1.074 0.950 0.516
N -3.097 -1.868 -0.053
N -1.948 -2.022 0.068
N 0.103 -0.161 0.528
Br -2.388 0.937 -0.394
H 3.024 0.889 -0.255
H 1.692 -0.029 -1.286
H 1.897 1.728 -1.338
H 0.600 1.889 0.598
H 1.544 0.878 1.485
H -3.901 -2.590 -0.026
H 0.454 -1.197 0.697
```

E_HOMO = -13.69 eV
HOMO-LUMO gap = 9.1 eV
lowest unoccupied orbital energy = -0.1683 hartree
charge = +1



two.
An isolated ion of composition C3H7BrN3 and charge +1. Source: OMol25; level of theory: ωB97M-V/def2-TZVPD.

The geometry in XYZ format:
```
14
Properties=species:S:1:pos:R:3
C 2.257 -0.815 -0.069
C -1.223 0.890 -0.908
C -1.338 1.309 0.540
N 1.867 -3.019 -0.811
N 2.014 -1.963 -0.251
N -0.285 0.452 1.194
Br 1.545 0.645 0.761
H -0.224 0.818 -1.298
H -1.675 -0.004 -0.937
H -1.619 1.750 -1.632
H -2.115 0.889 1.152
H -1.093 2.433 0.597
H 2.408 -3.833 -0.514
H -0.519 0.450 2.175
```

E_HOMO (spin up / spin down) = -14.27 / -14.27 eV
HOMO-LUMO gap (spin up / spin down) = 8.3 / 8.3 eV
lowest unoccupied orbital energy (spin up / spin down) = -0.2195 / -0.2195 hartree
charge = +1



three.
An isolated ion of composition C3H7BrN3 and charge +1. Source: OMol25; level of theory: ωB97M-V/def2-TZVPD.

The geometry in XYZ format:
```
14
Properties=species:S:1:pos:R:3
N 1.578 -2.019 -1.413
C 0.990 -0.900 -0.695
Br 2.170 0.578 0.359
N -0.218 -0.677 -0.766
N -0.666 0.451 -0.334
C -0.261 1.735 -0.912
C -1.761 1.272 -0.734
H 1.312 -2.916 -0.881
H 2.598 -1.966 -1.342
H 1.221 -2.209 -2.388
H 0.040 1.651 -1.963
H 0.328 2.251 -0.187
H -2.335 1.875 -0.153
H -2.312 0.815 -1.555
```

E_HOMO = -13.18 eV
HOMO-LUMO gap = 8.5 eV
lowest unoccupied orbital energy = -0.1726 hartree
charge = +1



Which one sits at the top of the stability order? one does.



one.
The molecule CH2S3. Source: OMol25; level of theory: ωB97M-V/def2-TZVPD.

The geometry in XYZ format:
```
6
Properties=species:S:1:pos:R:3
S -2.579 -0.744 0.416
C -0.564 -0.197 -0.058
S -0.128 1.472 0.134
S 0.462 -1.567 -0.165
H 1.231 1.738 -0.172
H 1.578 -0.702 -0.155
```

E_HOMO = -8.37 eV
HOMO-LUMO gap = 7.1 eV
lowest unoccupied orbital energy = -0.0472 hartree



two.
The molecule CH2S3. Source: OMol25; level of theory: ωB97M-V/def2-TZVPD.

The geometry in XYZ format:
```
6
Properties=species:S:1:pos:R:3
S -0.993 0.123 0.340
C 0.624 -0.414 -0.281
S 0.978 -0.286 -1.992
S 1.800 0.867 -0.479
H -0.954 1.428 0.104
H 1.136 -1.239 0.109
```

E_HOMO = -8.55 eV
HOMO-LUMO gap = 8.4 eV
lowest unoccupied orbital energy = -0.0053 hartree



Which one sits at the top of the stability order? two does.



one.
The molecule C4H3NO2S. Source: OMol25; level of theory: ωB97M-V/def2-TZVPD.

The geometry in XYZ format:
```
11
Properties=species:S:1:pos:R:3
O -0.203 0.838 -2.146
C 0.049 0.289 -0.979
C -0.683 0.611 0.100
C -0.393 -0.001 1.358
S -1.202 0.180 2.783
O 0.644 -0.886 1.279
C 1.159 -1.301 0.102
N 1.010 -0.665 -1.001
H -0.783 1.692 -1.937
H -1.455 1.415 0.223
H 1.857 -2.172 0.217
```

E_HOMO = -8.69 eV
HOMO-LUMO gap = 8.5 eV
lowest unoccupied orbital energy = -0.0060 hartree



two.
The molecule C4H3NO2S. Source: OMol25; level of theory: ωB97M-V/def2-TZVPD.

The geometry in XYZ format:
```
11
Properties=species:S:1:pos:R:3
C -0.291 0.103 -1.603
C -2.042 -0.340 0.079
C 0.279 0.025 -0.319
C -0.814 -0.141 0.534
N 2.095 0.380 1.338
O 1.638 0.068 -0.079
O 1.149 0.676 2.141
S -1.987 -0.201 -1.657
H 0.406 0.255 -2.429
H -3.050 -0.387 0.574
H 2.617 -0.438 1.420
```

E_HOMO (spin up / spin down) = -8.66 / -8.81 eV
HOMO-LUMO gap (spin up / spin down) = 8.0 / 7.7 eV
lowest unoccupied orbital energy (spin up / spin down) = -0.0240 / -0.0409 hartree



Which one sits at the top of the stability order? one does.